1.
Molecular formula: C4H7I2O2
Method: DFT, the ωB97M-V functional and the def2-TZVPD basis

Its total charge is -1. The electronic energy comes out at -24559.410 eV. As for the orbital gap: 6.5 eV. For the strongest force on any atom, the calculation gives 0.900 eV/A.

Geometry as XYZ:
```
15
Properties=species:S:1:pos:R:3:forces:R:3
I 0.071 2.754 2.428 0.00 0.04 -0.03
I -0.950 4.097 -0.677 -0.01 0.07 -0.02
C 1.566 2.479 -0.194 0.36 0.03 -0.07
C 0.137 2.540 0.303 -0.29 -0.84 -0.17
H 2.106 3.414 0.033 -0.22 -0.33 -0.09
H 1.579 2.322 -1.285 -0.04 0.02 0.41
H 2.096 1.641 0.289 -0.29 0.25 -0.19
H -0.432 1.613 0.089 0.42 0.50 0.15
O -1.688 -1.357 -0.435 0.60 -0.22 0.23
O 0.398 -1.769 0.374 -0.59 0.01 -0.25
C -0.739 -2.099 -0.060 0.04 0.27 0.00
C -0.992 -3.627 -0.185 -0.13 -0.26 0.19
H -0.669 -3.956 -1.187 -0.10 0.07 0.31
H -0.420 -4.189 0.572 -0.09 0.23 -0.32
H -2.063 -3.864 -0.065 0.35 0.15 -0.15
```
Positions in Å, forces in eV/Å.

=====

2.
Molecular formula: C34H34GeIrN7SbSe
Method: DFT, the ωB97M-V functional and the def2-TZVPD basis

Its total charge is +1. The electronic energy comes out at -177470.891 eV. As for the orbital gap (spin up / spin down): 5.7 / 5.8 eV. For the strongest force on any atom, the calculation gives 6.216 eV/A.

Geometry as XYZ:
```
79
Properties=species:S:1:pos:R:3:forces:R:3
Ir 0.490 -0.475 -0.809 2.55 5.27 -2.09
C 1.826 -3.452 -1.216 -0.07 -0.02 -0.02
C 2.715 -2.409 -1.804 -0.02 -0.19 0.09
C 3.839 -2.772 -2.528 0.26 0.18 -0.07
C 4.644 -1.794 -3.087 -0.26 -0.06 0.11
C 4.291 -0.469 -2.888 0.14 -0.36 -0.05
C 3.171 -0.168 -2.139 0.05 0.92 0.11
N 2.383 -1.121 -1.609 -0.36 -0.82 0.11
Sb 2.677 1.953 -1.917 -1.63 -1.93 1.29
C -0.345 -0.585 -2.652 0.42 -0.63 1.52
C -0.301 0.169 -3.815 0.12 0.05 -0.09
C -1.313 -0.060 -4.738 0.06 0.05 0.01
C -2.310 -0.983 -4.475 -0.29 -0.19 -0.08
C -2.270 -1.708 -3.286 0.29 0.53 -0.73
C -3.328 -2.670 -2.869 -0.11 -0.02 -0.03
N -1.270 -1.483 -2.447 -1.60 -1.52 0.02
C 2.649 1.765 0.308 0.39 0.56 -1.48
C 3.949 1.995 0.936 0.34 -0.11 0.69
C 4.346 1.244 1.973 0.20 0.61 -0.54
C 3.486 0.208 2.468 -0.76 -0.47 -0.14
C 2.290 -0.053 1.908 0.92 -0.07 1.16
C 1.379 -1.111 2.420 0.14 0.08 -0.03
N 1.812 0.670 0.795 -0.61 -1.06 0.26
H 1.922 -4.385 -1.763 -0.02 -0.12 -0.03
H 0.790 -3.116 -1.244 -0.03 -0.08 -0.06
H 2.112 -3.642 -0.182 0.01 0.00 0.16
H 4.078 -3.818 -2.648 -0.05 -0.08 -0.03
H 5.513 -2.056 -3.669 0.12 -0.06 -0.07
H 4.874 0.333 -3.319 0.02 0.00 0.05
H 0.462 0.913 -3.996 0.01 -0.03 0.04
H -1.336 0.510 -5.656 0.00 0.01 -0.09
H -3.118 -1.138 -5.174 -0.07 0.01 -0.12
H -3.702 -3.253 -3.707 -0.05 -0.03 -0.03
H -4.166 -2.110 -2.449 -0.12 -0.05 0.03
H -2.945 -3.335 -2.101 0.03 -0.07 0.05
H 4.568 2.779 0.524 0.08 0.00 -0.01
H 5.308 1.388 2.438 0.14 0.08 -0.01
H 3.821 -0.370 3.314 -0.07 -0.18 0.07
H 1.728 -1.487 3.377 0.02 -0.02 0.10
H 1.335 -1.941 1.718 -0.05 -0.09 -0.09
H 0.374 -0.708 2.532 -0.16 -0.03 0.05
Se -6.964 -0.097 1.631 0.74 -0.08 -0.16
N -5.721 -1.344 1.812 0.51 -0.47 0.09
C -4.595 -0.914 1.271 -1.47 0.32 0.27
C -3.378 -1.671 1.222 1.39 0.49 -0.60
C -3.274 -2.960 1.716 0.60 -0.53 -0.02
C -2.062 -3.628 1.602 -0.66 0.35 0.12
C -0.997 -2.980 0.995 0.22 -0.06 0.03
N -1.053 -1.749 0.519 -0.53 0.63 -0.80
C -2.234 -1.064 0.611 0.04 -2.88 1.24
C -2.305 0.224 0.059 -0.16 2.82 -1.18
N -1.172 0.749 -0.512 -1.03 -1.33 0.46
C -1.266 1.912 -1.154 0.58 0.38 -0.25
C -2.419 2.662 -1.233 -1.11 -0.35 0.65
C -3.575 2.187 -0.606 0.86 0.54 -0.54
C -3.527 0.969 0.043 1.41 -0.58 -0.04
C -4.669 0.394 0.692 -1.26 -0.19 0.48
N -5.843 0.987 0.795 0.42 0.41 -0.38
H -4.139 -3.423 2.164 -0.08 -0.04 0.08
H -1.937 -4.631 1.977 0.00 -0.07 0.00
H -0.052 -3.499 0.907 0.05 0.07 -0.10
H -0.363 2.273 -1.645 -0.21 -0.31 0.18
H -2.411 3.597 -1.765 0.00 0.11 -0.09
H -4.501 2.736 -0.626 -0.14 0.10 -0.01
C -0.973 3.254 2.567 0.42 0.00 0.15
Ge 0.986 2.991 2.707 0.27 -0.08 -0.17
C 1.915 4.738 2.605 -0.26 -0.47 0.10
C 1.446 2.001 4.363 -0.15 0.35 -0.45
C 1.360 2.051 0.974 -0.35 0.83 0.86
H -1.329 3.820 3.421 -0.09 0.10 0.15
H -1.520 2.315 2.539 0.03 -0.20 0.00
H -1.224 3.817 1.672 0.04 0.09 -0.15
H 1.492 5.419 3.336 -0.08 0.11 0.14
H 1.798 5.187 1.623 -0.04 -0.01 -0.14
H 2.975 4.634 2.815 0.11 -0.09 0.00
H 1.080 2.592 5.197 -0.06 0.11 0.17
H 2.515 1.854 4.486 0.03 0.07 -0.09
H 0.953 1.035 4.400 -0.07 -0.13 -0.05
H 0.555 2.304 0.292 0.10 -0.10 0.04
```
Positions in Å, forces in eV/Å.